{"formula": "C4H14N3", "method": "ωB97M-V with the def2-TZVPD basis set", "e_tot_ha": -324.7767, "lumo_energy_ha": -0.12569, "orbital_gap_ev": 8.90, "charge": 1, "homo_ha": -0.4529, "max_force_ha_per_bohr": 0.020, "e_above_lowest_kcal_mol": 55.32, "elements": ["C", "C", "N", "N", "H", "H", "H", "H", "H", "H", "H", "C", "N", "C", "H", "H", "H", "H", "H", "H", "H"], "xyz": [[-1.414558, 1.263582, 1.129343], [-2.661573, 0.795384, 1.314176], [-3.801985, 1.544655, 1.231798], [-0.299550, 0.303659, 1.174048], [-1.170577, 2.266345, 0.827791], [-2.783655, -0.215106, 1.691102], [-4.621084, 0.988049, 1.022415], [-3.726342, 2.363510, 0.643290], [0.463632, 0.535493, 1.818249], [0.084683, 0.219348, 0.236411], [-0.600872, -0.638945, 1.409695], [2.738174, 0.061201, -1.104677], [2.609582, -1.384295, -1.237380], [1.251271, -1.818914, -1.557593], [2.652302, 0.458931, -2.115847], [1.991426, 0.600906, -0.492234], [3.725665, 0.309696, -0.726841], [2.845318, -1.813468, -0.353646], [0.553985, -1.674610, -0.709230], [1.311162, -2.881995, -1.782652], [0.852996, -1.283425, -2.418219]], "forces_ev_per_angstrom": [[-0.79, -0.44, 0.10], [0.49, 0.59, 0.43], [0.27, -0.61, -0.47], [0.06, 0.14, -0.02], [0.25, 0.03, -0.06], [-0.18, -0.10, -0.22], [-0.08, 0.28, 0.20], [-0.17, 0.07, 0.17], [-0.11, 0.20, -0.07], [0.50, -0.04, -0.24], [-0.28, -0.11, 0.19], [0.21, -0.28, -0.83], [-0.67, 0.46, 0.61], [0.58, -0.03, 0.13], [0.03, 0.32, 0.07], [-0.12, -0.23, 0.18], [0.03, 0.05, 0.05], [0.36, -0.20, -0.02], [-0.12, -0.06, -0.09], [-0.37, -0.01, -0.04], [0.11, -0.03, -0.07]]}

=====

{"formula": "H4NOP2", "method": "ωB97M-V with the def2-TZVPD basis set", "e_tot_ha": -814.9655, "lumo_energy_ha": [0.17423, 0.08129], "orbital_gap_ev": [4.44, 7.25], "charge": -1, "homo_ha": [0.0111, -0.1852], "max_force_ha_per_bohr": 0.113, "multiplicity": 3, "e_above_lowest_kcal_mol": 0.00, "s_squared": 2.008, "elements": ["N", "O", "P", "P", "H", "H", "H", "H"], "xyz": [[-0.270455, -0.606123, -0.079456], [-2.507845, -0.791195, -0.113791], [1.391005, -0.267056, 0.017182], [-1.543860, 0.253986, 0.092538], [1.455638, -0.794432, 1.479095], [1.913805, -1.430312, -0.708156], [-1.747109, 1.487489, -0.523426], [-1.858737, 0.907617, 1.368627]], "forces_ev_per_angstrom": [[5.70, 0.85, -0.68], [-4.69, -1.92, -0.78], [-0.90, -1.55, 0.08], [-1.28, 1.86, 2.72], [-0.06, 0.45, 0.16], [-0.27, 0.73, -0.05], [0.72, 0.14, -1.24], [0.77, -0.56, -0.21]]}

=====

{"formula": "C4H4N2OS", "method": "ωB97M-V with the def2-TZVPD basis set", "e_tot_ha": -737.5682, "lumo_energy_ha": -0.00062, "orbital_gap_ev": 9.46, "homo_ha": -0.3484, "max_force_ha_per_bohr": 0.127, "e_above_lowest_kcal_mol": 126.30, "elements": ["H", "N", "C", "C", "C", "N", "S", "C", "O", "H", "H", "H"], "xyz": [[0.888503, -1.446661, 2.046502], [0.718981, -1.793597, 1.130742], [0.434084, -0.795988, 0.406598], [-0.313915, -1.103558, -0.868445], [-0.761645, -1.512250, -1.913484], [0.545903, 0.701081, 0.392353], [0.475121, 1.230136, 2.108105], [0.343255, 1.573800, -0.771614], [-0.005666, 1.149306, -1.940031], [-1.781784, -1.956660, -2.378370], [-0.872372, 1.259925, 2.456007], [0.329535, 2.694465, -0.668363]], "forces_ev_per_angstrom": [[1.08, 0.12, 1.43], [-0.79, 1.73, -0.20], [-1.91, 0.59, -5.21], [1.76, -1.05, 0.79], [-4.33, -1.62, -0.21], [-0.33, -0.40, 2.45], [0.06, 0.66, -1.12], [-2.70, -2.21, -4.26], [2.44, 2.29, 5.61], [3.42, 1.27, 0.65], [0.77, -0.21, -0.91], [0.51, -1.17, 0.97]]}

=====

{"formula": "CH10N3O2", "method": "ωB97M-V with the def2-TZVPD basis set", "e_tot_ha": -358.6458, "lumo_energy_ha": -0.10527, "orbital_gap_ev": 11.74, "charge": 1, "homo_ha": -0.5368, "max_force_ha_per_bohr": 0.042, "e_above_lowest_kcal_mol": 22.36, "elements": ["N", "C", "N", "N", "H", "H", "H", "H", "H", "H", "H", "H", "O", "H", "H", "O"], "xyz": [[0.397537, 0.704524, -0.575245], [-0.652698, 0.084005, -1.116537], [-0.913435, -1.114962, -0.512286], [-1.325364, 0.384884, -2.245456], [0.490138, 0.830803, 0.452860], [1.052121, 1.268963, -1.098683], [-1.853936, -1.554407, -0.620995], [-0.361956, -1.342843, 0.348414], [-1.185125, 1.149432, -2.876179], [-2.169785, -0.184220, -2.381329], [1.505116, -1.573743, 0.888405], [0.876906, -2.376373, 2.030031], [0.803491, -1.534156, 1.531911], [1.861498, 1.478949, 1.995929], [0.541293, 2.215278, 2.358126], [0.934203, 1.563872, 1.821029]], "forces_ev_per_angstrom": [[0.31, 0.74, -0.61], [0.45, -2.10, 0.17], [-1.80, 0.81, -0.18], [-0.57, -1.02, 1.01], [-0.17, -0.28, -0.43], [-0.61, 0.23, -0.25], [1.31, 0.58, 0.16], [-0.63, 0.16, -0.60], [0.25, 0.41, 0.28], [0.81, 0.48, -0.35], [0.69, -0.08, -0.32], [-0.10, 0.70, -0.30], [-0.15, -0.84, 0.84], [0.66, 0.18, 0.54], [-0.45, 1.24, 1.12], [0.00, -1.21, -1.08]]}